w | # C32H35N4O3S

A molecular structure, C32H35N4O3S (the ωB97M-V functional and the def2-TZVPD basis, OMol25).

Each line ends with the Mulliken charge.
Element x y z (Å)
S: 1.32215 -0.19584 2.96215  0.456
O: 2.11523 3.51799 -3.60474  -0.710
O: -2.10273 -6.84867 -2.42815  -0.598
O: -1.24549 -5.03630 -3.32387  -0.582
N: -1.60207 -5.70441 -2.32504  0.959
N: -6.39062 -0.04128 4.50562  -0.441
N: 0.92347 0.75153 -1.75434  0.611
N: 1.25911 1.39527 -3.89103  0.306
C: -3.05632 0.48145 3.45371  -0.955
C: -0.13998 -1.95834 0.52300  1.330
C: -0.86142 -3.89838 -0.84623  -0.759
C: -1.43966 -5.16618 -1.01238  -0.385
C: 0.13513 -1.24066 -0.62562  0.003
C: 1.59137 -0.98210 -3.46252  -1.511
C: -3.86914 -0.52221 4.00306  0.533
C: -1.25733 -1.12579 3.18564  0.393
C: -0.99657 -4.15990 1.53680  -0.339
C: 2.72994 6.04192 -0.32867  -0.697
C: -1.76025 0.17691 3.04430  -0.087
C: 0.23427 5.57492 -1.50313  -0.375
C: 0.42102 3.10043 -1.01790  -0.217
C: -3.34265 -1.79819 4.22889  -0.897
C: -1.59076 -5.40892 1.35955  -1.128
C: 1.30579 1.40746 -5.33468  -0.950
C: 0.74589 0.25937 -3.13718  0.092
C: -2.01975 -2.07423 3.87818  -0.215
C: -5.25876 -0.25289 4.29133  -0.215
C: 0.95300 4.51561 -0.93929  0.639
C: 2.04103 7.09196 -0.94808  -0.448
C: 0.78820 6.85716 -1.53076  -0.597
C: -0.66642 -3.29780 0.44204  1.735
C: 2.17896 4.75658 -0.31062  -0.200
C: 2.74860 -1.30804 3.17677  -1.193
C: 1.64730 2.47661 -3.15349  0.049
C: 0.64890 0.05964 -0.63451  -0.001
C: 1.40638 2.13492 -1.68213  -0.007
C: 0.03524 -1.45287 2.48798  0.041
C: -1.83732 -5.93237 0.09008  -0.633
C: -0.73323 0.03364 -3.49075  -1.504
C: 0.98419 0.09942 4.73411  -1.011
H: 0.49169 -2.41393 2.71722  1.334
H: -0.03645 -1.07081 1.40898  -1.490
H: 0.20829 2.71809 -0.00657  0.073
H: -0.81083 -0.28980 -4.53701  0.497
H: 0.85952 0.58082 0.30464  0.060
H: 2.47817 8.09172 -0.97596  0.370
H: -1.18657 -0.73268 -2.85617  0.375
H: 0.01695 0.60058 4.83946  0.348
H: 1.39395 -1.29355 -4.49665  0.473
H: -0.74300 5.37065 -1.94911  0.332
H: -3.96753 -2.57421 4.67855  0.464
H: 1.97824 0.62482 -5.70594  0.286
H: 2.65600 -0.73243 -3.36132  0.364
H: 2.37786 2.16593 -1.15355  0.267
H: -0.76723 -3.84514 2.55078  0.002
H: -1.87033 -6.00474 2.22675  0.396
H: -2.30075 -6.90159 -0.08081  0.504
H: 2.58025 -1.94574 4.05192  0.407
H: 2.86966 -1.89820 2.26297  0.377
H: 1.66798 2.38145 -5.66969  0.382
H: 1.01202 -0.85515 5.27299  0.432
H: 1.36230 -1.82014 -2.80067  0.352
H: -0.09331 -1.68614 -1.59215  -1.065
H: 0.30714 1.22904 -5.75113  0.312
H: 0.24311 7.66883 -2.01546  0.373
H: 2.70428 3.92529 0.16705  0.291
H: 3.62207 -0.66160 3.32781  0.513
H: -1.29163 0.97205 -3.36504  0.311
H: -1.16370 0.97043 2.58418  0.492
H: 3.70312 6.21320 0.13476  0.360
H: -0.56404 -3.41186 -1.76903  0.519
H: -0.52051 3.08566 -1.59218  0.258
H: 1.78961 0.76679 5.07417  0.480
H: -1.60779 -3.05462 4.11133  0.589
H: -3.44320 1.49959 3.34677  0.467

Summary:
total charge	+1
multiplicity	1
HOMO energy	-0.32066	hartree



x | # C32H35N4O3S

2 unconnected molecules or ions with the total composition C32H35N4O3S (the ωB97M-V functional and the def2-TZVPD basis, OMol25).

Each line ends with the Mulliken charge.
Element x y z (Å)
S: 3.69567 -4.63016 3.92933  0.088
O: -3.77586 -5.34478 3.10556  -0.599
O: -3.29111 -5.82167 5.20123  -0.602
O: -3.61300 2.63670 3.57357  -0.666
N: -0.41055 1.12338 3.53729  0.575
N: -1.37191 3.16418 3.45098  0.224
N: -2.95138 -5.48812 4.04274  0.953
N: 9.58944 0.39355 2.95776  -0.446
C: 7.01080 0.02199 3.04471  0.637
C: 4.21647 -0.45842 3.25301  0.725
C: 0.05996 -4.18181 2.34734  -0.661
C: 0.61252 -4.75240 4.67603  -0.750
C: 6.09804 1.06282 2.82940  -0.872
C: -4.30589 -0.90067 3.84400  -0.177
C: -1.85844 0.88789 3.60348  -0.122
C: -2.43003 2.30622 3.53964  0.197
C: -3.87159 -0.29370 2.66059  0.504
C: 1.03692 -4.23718 3.40213  1.676
C: 2.81078 -0.71514 3.44212  -0.522
C: 0.86064 3.11680 4.41808  -1.621
C: 5.17354 -1.48503 3.47424  -0.601
C: -1.58082 -5.23259 3.77850  -0.265
C: -6.60518 -0.64123 3.12510  -0.456
C: -5.67367 -1.05679 4.08506  -0.851
C: -0.06206 2.54064 3.33310  0.128
C: 3.21811 -6.40061 4.00044  -0.987
C: 0.47973 0.11151 3.55617  0.129
C: 4.86256 -4.71452 2.50223  -1.157
C: 8.42722 0.24318 2.99212  -0.180
C: -0.65315 -5.27452 4.84454  -0.749
C: 0.50610 2.79835 1.92923  -1.462
C: 1.84870 0.29017 3.37545  -0.174
C: -2.39677 -0.00780 2.48314  -0.387
C: -4.79761 0.07469 1.67878  -0.286
C: 4.72988 0.81860 2.87056  -0.405
C: 2.38089 -3.85013 3.15553  -1.952
C: -6.16427 -0.08316 1.91789  -0.638
C: 6.53450 -1.26674 3.32147  -0.932
C: -1.19138 -4.73702 2.51344  -0.436
C: -1.54888 4.59016 3.30659  -0.934
H: 6.46961 2.06732 2.61873  0.476
H: 5.81435 -5.09697 2.88716  0.388
H: -7.67334 -0.75608 3.31609  0.383
H: 2.30218 -6.50251 4.58355  0.421
H: -1.03460 5.11836 4.11771  0.283
H: 4.03987 -6.92830 4.49590  0.455
H: 2.49512 -1.71600 3.72888  0.511
H: -4.43081 0.51881 0.74850  0.329
H: 4.99811 -3.70563 2.10583  0.460
H: 4.43971 -5.38728 1.75341  0.453
H: -2.12487 0.45896 4.58910  0.349
H: -1.82514 -0.95029 2.48580  0.303
H: 2.63659 -3.30201 2.25016  0.831
H: -0.24336 2.53387 1.17123  0.339
H: 4.81497 -2.46929 3.79483  0.890
H: 1.15564 4.13183 4.12662  0.459
H: 0.34429 -3.74524 1.38715  0.434
H: 1.29732 -4.73546 5.52795  0.782
H: 7.24505 -2.08754 3.43055  0.474
H: -2.61325 4.82319 3.33688  0.381
H: -0.97946 -5.70018 5.79266  0.467
H: -6.88309 0.24639 1.16558  0.379
H: -1.91421 -4.78286 1.70325  0.515
H: 1.40739 2.21293 1.74174  0.399
H: 4.04558 1.63020 2.62198  0.414
H: 0.31990 3.15766 5.37250  0.399
H: -1.12561 4.93441 2.35527  0.316
H: -3.56341 -1.21641 4.58360  0.401
H: 0.06817 -0.88963 3.72683  0.840
H: 3.08424 -6.76559 2.97644  0.325
H: 2.19057 1.30668 3.18011  -0.457
H: -6.00224 -1.49012 5.03135  0.391
H: 1.76054 2.51747 4.55553  0.429
H: 0.75569 3.86282 1.84018  0.495
H: -2.21915 0.49298 1.51776  0.337

Summary:
total charge	+1
multiplicity	1
HOMO energy	-0.35185	hartree



Quick one: least stable of them? w



w | # C36H46IrN6S

A molecular structure, C36H46IrN6S (the ωB97M-V functional and the def2-TZVPD basis, OMol25).

Each line ends with the Löwdin spin population.
Element x y z (Å)
Ir: -0.32704 -0.59361 -1.40524  0.183
S: 3.57606 0.05828 1.42743  0.000
N: 1.50911 -1.46228 1.30568  0.002
N: -0.95611 -1.56221 -3.06919  0.017
N: -0.47741 -2.31930 -0.22694  0.000
N: -2.39799 -0.32583 -0.62323  0.010
N: 0.04632 0.73207 0.23182  0.000
N: -0.36996 0.97272 -2.73661  0.209
C: 0.69678 -1.37255 3.64169  0.000
C: 2.17746 2.18705 -1.88236  0.001
C: 2.66555 -0.17746 2.87992  0.001
C: -1.31152 -2.75891 -3.47922  0.175
C: -1.13232 0.88762 1.12178  0.000
C: -0.99428 -0.72895 -4.19543  0.180
C: -0.05617 -1.20691 6.07324  0.000
C: -1.44682 3.17425 -2.71601  0.020
C: 0.85530 4.27221 -1.54529  -0.002
C: -0.66793 0.08607 6.63130  0.000
C: -2.39770 0.84501 0.28658  0.001
C: -1.60737 -2.75316 -4.89194  0.108
C: -0.30601 2.38230 -2.46883  0.016
C: 1.59092 -1.02764 2.62223  0.000
C: -1.19309 -2.13322 5.64258  0.000
C: 2.86711 0.34317 4.15900  0.000
C: -0.67873 0.60642 -3.97079  -0.049
C: 4.28444 -1.80268 -2.58301  0.012
C: 0.86957 2.93499 -1.92889  0.019
C: 3.27572 -1.77779 -3.52575  0.000
C: 1.60909 -1.16703 -1.82189  0.010
C: -3.54930 1.62454 -2.81169  0.000
C: 2.47911 -0.98930 0.58020  0.000
C: -0.28002 5.04708 -1.69629  0.020
C: 2.79727 2.04284 -3.27391  0.003
C: 2.65724 -1.23715 -0.86738  0.008
C: -2.70605 2.73106 -3.44361  0.000
C: 0.75315 -1.90992 7.17304  0.000
C: -1.40378 4.50007 -2.29312  -0.001
C: 0.87407 -0.86266 4.91293  0.000
C: -2.82840 -1.61554 -0.02267  0.000
C: -1.40268 -1.48192 -5.33452  0.028
C: -1.66935 -2.32315 0.65389  0.000
C: 1.97581 -1.47776 -3.13804  0.017
C: 3.96257 -1.53767 -1.26427  0.001
C: 1.97177 -0.00300 5.14388  0.001
H: 3.70073 0.99753 4.37454  0.000
H: -0.46069 -3.14294 -0.81933  0.000
H: -2.43640 1.73411 -0.34565  0.000
H: -3.00452 0.67830 -2.76421  0.000
H: -1.10334 0.09743 1.86769  0.000
H: -0.28274 6.08184 -1.38143  0.001
H: -1.94884 -3.34046 0.92879  0.000
H: 4.74239 -1.59513 -0.51503  0.000
H: 2.12535 0.39627 6.13731  0.000
H: -0.68366 1.33338 -4.77361  -0.004
H: -3.28275 0.84525 0.92694  0.000
H: 0.10087 -2.15880 8.01107  0.000
H: -1.82203 -1.67260 4.87560  0.000
H: 2.14834 1.46741 -3.93691  0.001
H: -1.24801 0.60756 5.86668  0.000
H: -1.83019 -2.34537 6.50106  0.000
H: 3.48793 -1.99727 -4.56403  0.000
H: -3.33222 3.61754 -3.53318  0.000
H: -1.92503 -3.60535 -5.46995  0.004
H: 1.55468 -1.27741 7.55472  0.000
H: -3.03623 -0.12524 -1.38645  0.000
H: -3.88612 1.90399 -1.81188  0.000
H: 5.30236 -2.04320 -2.85695  0.001
H: 1.76134 4.70692 -1.14222  0.000
H: -3.64209 -1.45822 0.68912  0.000
H: 1.19857 -2.83406 6.80117  0.000
H: -0.82021 -3.08900 5.26865  0.000
H: 2.96543 3.01969 -3.72789  0.000
H: -2.27467 5.12249 -2.45205  0.000
H: 0.27651 1.64173 -0.16824  0.000
H: 2.05899 1.19381 -1.45429  0.000
H: -1.07613 1.83417 1.66060  0.000
H: -3.21954 -2.22892 -0.83623  0.000
H: -1.52839 -1.10900 -6.33796  -0.001
H: 0.84980 0.43914 0.78247  0.000
H: -2.47100 2.46101 -4.47586  0.000
H: -4.43744 1.44593 -3.41656  0.000
H: 0.36820 -2.32802 0.38122  0.001
H: 1.23826 -1.47986 -3.92548  0.001
H: -0.10797 -2.06189 3.42301  0.000
H: 0.09389 0.77089 7.00374  0.000
H: -1.38329 -1.81681 1.57337  0.000
H: -1.33450 -0.14829 7.46221  0.000
H: -1.34566 -3.61431 -2.81991  0.007
H: 2.86266 2.73253 -1.23170  0.000
H: 3.75295 1.52306 -3.21404  0.000

Summary:
expectation value of S²	0.79
total charge	+2
multiplicity	2
HOMO energy (spin up / spin down)	-0.49080 / -0.49019	hartree



x | # C36H46IrN6S

A molecular structure, C36H46IrN6S (the ωB97M-V functional and the def2-TZVPD basis, OMol25).

Each line ends with the Löwdin spin population.
Element x y z (Å)
Ir: 0.04787 -0.76527 -0.82680  0.785
S: 4.35269 -1.09730 1.30170  0.004
N: -0.55782 -2.69561 0.38757  0.029
N: -0.46658 0.97991 -2.46803  -0.026
N: -0.81498 -1.80177 -2.61398  -0.021
N: -2.44387 -0.78341 -0.53749  0.077
N: 1.83180 -1.01428 0.79938  0.085
N: -0.58177 0.92592 0.71968  0.079
C: -0.79745 0.40886 -3.58116  0.000
C: 1.94962 -1.16379 -1.97272  -0.039
C: 3.11613 -1.23763 -1.20233  -0.003
C: -1.44161 4.56455 -2.43465  0.000
C: 3.25660 -0.97629 2.63509  0.004
C: -1.01059 -3.04364 -3.05401  0.005
C: -2.60295 2.78161 -3.68050  0.000
C: 3.54384 -0.92061 3.99477  0.001
C: 1.93333 -0.95215 2.17523  0.009
C: 4.36640 -1.38609 -1.81063  -0.003
C: 1.14931 -0.83718 4.45302  0.000
C: -1.46639 3.21971 -2.78132  -0.003
C: -1.35283 -0.70810 4.88373  0.000
C: -0.98105 -0.96174 -3.69041  -0.001
C: -2.88665 -2.07976 -0.02540  0.005
C: -0.44722 2.36798 -2.26732  -0.002
C: 0.25071 0.54252 6.31444  0.000
C: 0.54311 4.29242 -1.14272  0.000
C: 0.13774 -1.96666 6.42868  0.000
C: 1.81766 2.18218 -1.06722  -0.002
C: -0.47213 5.10398 -1.60950  -0.003
C: 0.88451 -0.88274 3.09482  0.000
C: -1.90212 -2.65366 0.97844  0.002
C: 0.58503 2.94477 -1.46865  -0.002
C: -1.35373 -3.04278 -4.41964  0.001
C: -1.92956 0.78772 1.28821  0.006
C: -1.32970 -1.72278 -4.82640  0.008
C: 2.95214 2.39788 -2.07398  0.000
C: 4.46717 -1.43241 -3.18477  0.003
C: -3.60815 1.82398 -3.03180  0.000
C: 0.04800 -0.74588 5.49797  0.000
C: 2.99208 -1.12187 0.22172  -0.001
C: 2.07059 -1.21961 -3.34531  -0.003
C: 3.31462 -1.34279 -3.95360  -0.004
C: 2.49195 -0.86077 4.88079  0.001
C: -2.90926 0.39470 0.19664  0.004
H: 1.18289 0.52174 6.87546  0.000
H: -2.77497 -0.70817 -1.49323  0.000
H: -3.87526 -2.01643 0.43885  0.003
H: 2.64980 2.08417 -3.07379  0.000
H: -2.95689 -2.76492 -0.87204  0.000
H: -0.50176 -3.44669 -0.29506  0.000
H: 5.43362 -1.53330 -3.65772  0.000
H: 2.70920 -0.83320 5.93846  0.000
H: 0.14128 -2.87804 1.10254  0.000
H: 3.82470 1.81107 -1.78475  0.000
H: 1.19869 -1.15738 -3.98239  0.000
H: 0.05478 -2.89326 5.85903  0.000
H: -1.91117 0.02395 2.06424  0.000
H: -4.07488 2.28988 -2.16314  0.000
H: 1.07720 -1.98734 6.97768  0.000
H: 1.32970 4.70979 -0.52664  0.000
H: -0.56637 0.65780 7.02601  0.000
H: -3.13924 3.67706 -3.99042  0.000
H: 5.25192 -1.45338 -1.19211  0.000
H: -2.22433 2.33103 -4.59750  0.000
H: -2.21145 5.21548 -2.82739  0.000
H: -1.86656 -2.03901 1.87699  0.000
H: 0.10089 1.00187 1.47081  0.001
H: -2.09049 -0.65619 5.68269  0.000
H: -0.88610 0.98884 -4.49401  -0.001
H: -3.13220 0.89060 -2.72907  0.000
H: -0.67329 -1.93408 7.15553  0.000
H: -0.90092 -3.91559 -2.42569  0.000
H: -0.49501 6.15403 -1.35440  0.000
H: 4.56719 -0.92564 4.34277  0.000
H: 3.23781 3.44808 -2.10645  0.000
H: -1.54351 -1.32737 -5.80532  0.000
H: -1.55910 -1.61077 4.30316  0.000
H: -0.52960 1.79054 0.17595  0.001
H: -1.48708 0.17615 4.25628  0.000
H: -4.39594 1.58749 -3.74549  0.000
H: 2.15726 2.51601 -0.08298  0.000
H: -0.13044 -0.87313 2.71987  0.000
H: 3.38101 -1.36162 -5.03214  0.000
H: 1.60861 1.11674 -1.02000  -0.001
H: -3.89365 0.22988 0.64637  0.002
H: 0.26465 1.41499 5.65931  0.000
H: -2.27211 1.71910 1.74569  0.002
H: -2.99579 1.22294 -0.50848  0.000
H: -1.58397 -3.91553 -5.00545  0.000
H: -2.24560 -3.65025 1.26641  0.001

Summary:
expectation value of S²	0.77
total charge	+2
multiplicity	2
HOMO energy (spin up / spin down)	-0.48545 / -0.48587	hartree



Quick one: least stable of them? x